1.
Molecular formula: C11H14FN2
Method: DFT, wB97M-V/def2-TZVPD

Lowest unoccupied orbital energy (alpha / beta) ... -0.2082 / -0.1880 Eh
Energy relative to the best compared isomer or geometry (same formula, charge and spin) ... 174.7 kcal/mol
E_HOMO (alpha / beta) ... -12.76 / -12.78 eV
Gap between HOMO and LUMO (alpha / beta) ... 7.10 / 7.66 eV
E_tot ... -17319.6885 eV

```
! RIJCOSX wB97M-V def2-TZVPD def2/J DEFGRID3
* xyz 1 1
C -5.2659 -0.6496 -0.4253
C -4.5877 -0.3457 -1.6023
C -4.5610 -0.6489 0.7856
C -3.2765 0.0417 -1.5525
C -3.2231 -0.2654 0.8514
C -2.5563 0.1912 -0.2919
C -0.1893 0.1591 0.4200
C 3.3104 -1.3439 -0.3332
C 2.7213 -0.7745 -1.5789
C 2.7510 -0.4588 0.7701
C 2.4027 0.6257 -1.2404
N 2.1561 0.7137 0.1540
N -1.1146 0.4120 -0.4329
F -0.4357 -0.3388 1.5428
H -6.2521 -0.9026 -0.2632
H -4.9272 -0.4866 -2.5531
H -5.0115 -0.7376 1.7591
H -2.9259 0.4304 -2.4670
H -2.6829 -0.1167 1.8740
H 3.0896 -2.4293 -0.1354
H 4.4417 -1.2151 -0.3045
H 3.3614 -1.0178 -2.4860
H 1.8054 -1.4309 -1.8159
H 2.0041 -0.8763 1.4052
H 3.6432 0.0181 1.3584
H 3.3063 1.3905 -1.3741
H 1.5092 1.1725 -1.7394
H -0.7743 0.8822 -1.3055
*
```

---

2.
Molecular formula: C34H63N6OP2S2
Method: DFT, wB97M-V/def2-TZVPD

Lowest unoccupied orbital energy ... -0.1216 Eh
E_HOMO ... -10.30 eV
Gap between HOMO and LUMO ... 6.99 eV
E_tot ... -87508.5648 eV

```
! RIJCOSX wB97M-V def2-TZVPD def2/J DEFGRID3
* xyz 1 1
C -7.8358 -5.3970 -0.4305
C -6.5750 -4.6991 -0.9403
S -5.2296 -4.8607 0.2790
C -3.7804 -4.6678 -0.7889
C -2.7481 -5.8668 -0.9264
P -3.2875 -7.3392 0.0782
N -3.3897 -7.2991 1.6361
C -1.4477 -5.2725 -0.5179
C -1.1296 -4.9374 0.9008
C -0.3239 -6.1124 1.5884
N -0.9317 -6.2644 2.8858
N 1.0875 -5.8325 1.8205
N -0.4762 -7.3013 0.7432
N -0.6771 -5.0342 -1.5256
C 0.6056 -4.3022 -1.5229
C 0.4751 -2.7937 -1.7546
C 1.3786 -1.9815 -0.8330
C 1.1693 -0.4798 -0.9988
C 1.8862 0.3529 0.0777
C 2.5914 1.6248 -0.4456
C 2.1837 2.9422 0.2462
C 3.3556 3.6814 0.8888
C 2.9502 4.9963 1.5543
C 2.4408 6.0531 0.5583
C 0.9168 6.2512 0.5477
C 0.4251 7.3770 1.4473
O 0.2795 6.8729 2.7625
C -0.3726 7.7881 3.6154
C -1.1691 -5.6094 -2.7806
P -0.9151 -4.6018 -4.3058
S 0.7819 -4.8953 -5.1705
C -2.5525 -6.1920 -2.4490
N -2.5027 -7.6193 -2.7566
H -8.4850 -4.7045 0.1043
H -8.3964 -5.8213 -1.2651
H -7.5847 -6.2174 0.2463
H -6.2223 -5.1554 -1.8686
H -6.7579 -3.6396 -1.1223
H -3.2433 -3.7799 -0.4391
H -4.1488 -4.4252 -1.7853
H -2.4586 -8.3410 -0.4066
H -4.5032 -7.5776 -0.5900
H -3.2582 -6.3970 2.0757
H -2.0787 -4.8572 1.4228
H -0.6108 -3.9811 1.0025
H -1.7924 -6.8076 2.8210
H -0.2838 -6.7633 3.4856
H 1.6703 -6.1621 1.0634
H 1.2895 -4.8502 1.9603
H -0.5864 -8.1366 1.3020
H 0.2809 -7.4285 0.0848
H 1.0864 -4.4990 -0.5655
H 1.1964 -4.7618 -2.3199
H -0.5681 -2.4838 -1.6024
H 0.7328 -2.5524 -2.7890
H 2.4230 -2.2251 -1.0668
H 1.1995 -2.2811 0.2097
H 1.5154 -0.1856 -1.9972
H 0.0908 -0.2803 -0.9645
H 2.6185 -0.2788 0.5919
H 1.1615 0.6493 0.8427
H 3.6720 1.5004 -0.3313
H 2.4123 1.7136 -1.5217
H 1.7235 3.6053 -0.4951
H 1.4068 2.7670 1.0001
H 3.8180 3.0318 1.6429
H 4.1274 3.8805 0.1356
H 2.1864 4.8190 2.3189
H 3.8199 5.3923 2.0872
H 2.9028 7.0137 0.8124
H 2.7838 5.8120 -0.4529
H 0.5467 6.4072 -0.4686
H 0.4410 5.3399 0.9273
H -0.5348 7.7827 1.0958
H 1.1502 8.2050 1.4595
H 0.1511 8.7524 3.6333
H -0.3766 7.3634 4.6193
H -1.4088 7.9569 3.2920
H -0.5003 -6.4576 -2.9882
H -1.1575 -3.2911 -3.8720
H -2.0597 -4.9385 -5.0396
H -3.3544 -5.7035 -3.0122
H -3.4349 -8.0143 -2.8099
H -2.0781 -7.7800 -3.6625
C 1.9247 12.7911 5.9536
C 2.7568 11.7487 6.3377
C 3.0326 10.7177 5.4506
C 2.4792 10.7327 4.1779
C 1.6476 11.7753 3.7929
C 1.3690 12.8041 4.6819
H 1.7094 13.5945 6.6460
H 3.1909 11.7404 7.3290
H 3.6785 9.9027 5.7508
H 2.6969 9.9292 3.4850
H 1.2173 11.7870 2.7994
H 0.7196 13.6168 4.3832
C 3.4630 -0.0766 -3.7885
C 2.8347 -1.2774 -4.0898
C 1.5267 -1.2783 -4.5563
C 0.8468 -0.0785 -4.7224
C 1.4757 1.1224 -4.4228
C 2.7826 1.1223 -3.9538
H 4.4838 -0.0739 -3.4291
H 3.3652 -2.2141 -3.9668
H 1.0431 -2.2218 -4.7763
H -0.1725 -0.0765 -5.0887
H 0.9494 2.0584 -4.5573
H 3.2729 2.0584 -3.7207
*
```

---

3.
Molecular formula: C3H9NS
Method: DFT, wB97M-V/def2-TZVPD

Lowest unoccupied orbital energy ... 0.0331 Eh
Energy relative to the best compared isomer or geometry (same formula, charge and spin) ... 16.7 kcal/mol
E_HOMO ... -8.98 eV
Gap between HOMO and LUMO ... 9.88 eV
E_tot ... -15581.6043 eV
Structure (SMILES) ... NCCCS

```
! RIJCOSX wB97M-V def2-TZVPD def2/J DEFGRID3
* xyz 0 1
N -2.6772 -0.1440 0.5339
C -1.3065 -0.0694 -0.0891
C -0.2711 -0.3137 1.0299
C 1.1291 0.2418 0.6707
S 1.6485 0.1550 -1.1175
H -2.7093 0.6491 1.1690
H -2.6713 -0.9460 1.1608
H -1.2644 -0.8099 -0.8729
H -1.2950 0.9524 -0.4527
H -0.5461 0.3415 1.8533
H -0.2113 -1.3887 1.1750
H 1.8491 -0.3369 1.2488
H 1.2913 1.2800 0.9539
H 1.0634 -1.0536 -1.1388
*
```

---

4.
Molecular formula: C5H10S
Method: DFT, wB97M-V/def2-TZVPD

Lowest unoccupied orbital energy ... 0.0366 Eh
Energy relative to the best compared isomer or geometry (same formula, charge and spin) ... 34.9 kcal/mol
E_HOMO ... -8.48 eV
Gap between HOMO and LUMO ... 9.47 eV
E_tot ... -16180.9626 eV
Structure (SMILES) ... C=CCCSC

```
! RIJCOSX wB97M-V def2-TZVPD def2/J DEFGRID3
* xyz 0 1
C -2.4585 0.7053 -0.1438
C -1.2380 0.2257 -0.2483
C -0.8191 -1.1710 -0.2770
C 0.6063 -1.2924 0.3799
S 1.9610 -0.4406 -0.4573
C 2.1578 1.1783 0.0815
H -2.6819 1.7583 -0.2643
H -3.2867 -0.0005 0.1470
H -0.4254 0.8888 -0.6003
H -0.6392 -1.5214 -1.3223
H -1.5780 -1.8032 0.2803
H 1.0200 -2.3507 0.2121
H 0.5889 -1.0212 1.4557
H 1.2933 1.8196 0.0037
H 2.9860 1.7354 -0.3913
H 2.5133 1.2896 1.1446
*
```

---

5.
Molecular formula: C5H10FN3
Method: DFT, wB97M-V/def2-TZVPD

Lowest unoccupied orbital energy ... 0.0165 Eh
Energy relative to the best compared isomer or geometry (same formula, charge and spin) ... 18.3 kcal/mol
E_HOMO ... -9.01 eV
Gap between HOMO and LUMO ... 9.46 eV
E_tot ... -12531.8397 eV

```
! RIJCOSX wB97M-V def2-TZVPD def2/J DEFGRID3
* xyz 0 1
C -0.8080 1.0450 -0.9425
C -2.1107 -0.5470 0.5331
C 1.0496 0.4106 1.2080
C 1.8187 -0.7935 -0.8869
C 0.6727 -0.6052 0.1170
N -2.0004 1.5518 -0.2542
N -2.5860 0.7445 0.4300
N -0.5259 -0.3004 -0.6335
F -2.8687 -1.4889 -0.0264
H -1.0698 1.1766 -2.0032
H -0.0265 1.7738 -0.6937
H -1.7655 -0.8514 1.5198
H 0.1617 0.7513 1.7397
H 1.7279 -0.0437 1.9276
H 1.5480 1.2829 0.7858
H 2.0177 0.1361 -1.4156
H 1.5447 -1.5486 -1.6204
H 2.7236 -1.1133 -0.3700
H 0.4970 -1.5804 0.5854
*
```

---

6.
Molecular formula: C5H14
Method: DFT, wB97M-V/def2-TZVPD

Lowest unoccupied orbital energy ... 0.0389 Eh
Energy relative to the best compared isomer or geometry (same formula, charge and spin) ... 21.3 kcal/mol
E_HOMO ... -11.15 eV
Gap between HOMO and LUMO ... 12.21 eV
E_tot ... -5411.1242 eV
Structure (SMILES) ... CCC.CC

```
! RIJCOSX wB97M-V def2-TZVPD def2/J DEFGRID3
* xyz 0 1
C 1.9437 -1.3069 -0.9382
C 1.7353 -2.0391 0.4003
C 0.7824 -1.3482 1.3691
H 0.9958 -1.3575 -1.4928
H 2.6264 -1.8534 -1.5836
H 2.0634 -0.2387 -0.7836
H 1.2638 -2.9850 0.0967
H 2.7026 -2.3710 0.7564
H 1.2789 -0.4519 1.7409
H -0.0220 -0.9730 0.7309
H 0.4542 -2.1302 2.0444
C -1.4503 2.6519 -0.1484
C -2.5708 1.6659 -0.4810
H -1.8397 3.5967 0.2142
H -0.7464 2.2929 0.6209
H -0.6616 2.6343 -0.9049
H -2.4347 0.7408 0.0160
H -3.5668 1.8882 -0.0939
H -2.5542 1.5841 -1.5633
*
```

---

7.
Molecular formula: C13H17B2F4N5O7Ti
Method: DFT, wB97M-V/def2-TZVPD

Lowest unoccupied orbital energy (alpha / beta) ... -0.0466 / -0.0554 Eh
<S²> ... 2.022
Energy relative to the best compared isomer or geometry (same formula, charge and spin) ... 53.2 kcal/mol
E_HOMO (alpha / beta) ... -8.67 / -8.57 eV
Gap between HOMO and LUMO (alpha / beta) ... 7.40 / 7.06 eV
E_tot ... -70879.6272 eV

```
! RIJCOSX wB97M-V def2-TZVPD def2/J DEFGRID3
* xyz 0 3
Ti 0.2952 -0.4152 0.0297
C -0.6208 1.7058 -3.6451
C -0.3638 0.7594 -2.5305
N -0.3193 1.0809 -1.2912
O -0.6197 2.3279 -0.8648
B -1.5995 2.2676 0.3148
F -2.0416 3.5397 0.4961
F -2.5664 1.3224 0.0034
O -0.9570 1.8563 1.6394
N -0.6700 0.5403 1.6399
C -0.8323 -0.1860 2.6846
C -1.2755 0.3319 4.0035
C -0.5798 -1.6708 2.4437
N -0.4493 -1.9605 1.2032
O -0.0918 -3.1927 0.7873
B -0.7229 -3.4887 -0.5961
F -0.5300 -4.8134 -0.8114
F -2.0288 -3.0559 -0.5740
O 0.0088 -2.7631 -1.7408
N -0.2405 -1.4419 -1.7268
C -0.1782 -0.7288 -2.7907
C 0.0511 -1.2787 -4.1516
C -0.4608 -2.6881 3.5192
H -0.9452 2.6649 -3.2502
H -1.3765 1.3068 -4.3211
H 0.2978 1.8474 -4.2193
H -1.6745 1.3362 3.8858
H -0.4245 0.3695 4.6877
H -2.0295 -0.3197 4.4433
H 0.2162 -2.3504 -4.0918
H 0.9201 -0.8019 -4.6080
H -0.8102 -1.0794 -4.7916
H -0.8725 -2.3391 4.4624
H 0.5964 -2.9270 3.6617
H -0.9577 -3.6058 3.2076
C 2.1087 2.8649 1.6998
C 3.0538 1.9303 1.3891
C 3.3198 2.0012 -0.0593
C 2.5365 2.9797 -0.5862
C 1.7559 3.5287 0.4888
H 1.6891 3.0703 2.6708
H 3.5626 1.2694 2.0743
H 4.0534 1.4043 -0.5799
H 2.4873 3.2929 -1.6168
H 1.0308 4.3226 0.3948
O 1.9548 -0.8038 1.2237
N 2.5859 -1.2325 0.1803
O 3.4283 -2.0583 0.1944
O 2.1493 -0.6406 -0.8816
*
```

---

8.
Molecular formula: C11H23BClNO7
Method: DFT, wB97M-V/def2-TZVPD

Lowest unoccupied orbital energy ... 0.0071 Eh
E_HOMO ... -8.96 eV
Gap between HOMO and LUMO ... 9.15 eV
E_tot ... -40800.7349 eV
Structure (SMILES) ... NCCCBCC(=O)Cl.COC(=O)OC.COC(=O)OC

```
! RIJCOSX wB97M-V def2-TZVPD def2/J DEFGRID3
* xyz 0 1
N 1.5378 -1.8061 -3.2148
C 1.1994 -0.5962 -2.4607
C 0.7972 0.6049 -3.3580
C 0.0433 1.6892 -2.5218
B -1.4848 1.8421 -2.8446
C -2.3477 0.8075 -3.7067
C -2.3478 -0.6052 -3.1448
O -2.2047 -1.5109 -3.8294
Cl -2.6116 -0.8998 -1.3996
H 0.8509 -2.5392 -3.1132
H 1.7146 -1.5826 -4.1842
H 2.1089 -0.2962 -1.9185
H 0.4209 -0.7653 -1.7054
H 1.7464 1.0623 -3.6744
H 0.2865 0.3012 -4.2797
H 0.5254 2.6675 -2.6760
H 0.2268 1.4471 -1.4612
H -2.0476 2.8099 -2.4249
H -2.0752 0.7692 -4.7652
H -3.3971 1.1397 -3.6786
C -2.3141 -4.3078 4.9649
O -1.6604 -4.5025 3.7109
C -1.7622 -3.4681 2.8721
O -2.3396 -2.4341 3.0919
O -1.1131 -3.7800 1.7490
C -1.1406 -2.7558 0.7533
H -2.1596 -5.2104 5.5508
H -1.8798 -3.4632 5.4983
H -3.3837 -4.1594 4.8223
H -0.6594 -1.8498 1.1217
H -2.1607 -2.5504 0.4474
H -0.5848 -3.1222 -0.1066
C 4.4865 3.8773 1.6994
O 3.2722 4.0149 2.4378
C 2.3515 3.0894 2.1575
O 2.4702 2.1917 1.3638
O 1.2765 3.3326 2.9108
C 0.2012 2.4128 2.7149
H 5.1467 4.6813 2.0148
H 4.9640 2.9232 1.9184
H 4.2999 3.9738 0.6306
H 0.5084 1.4005 2.9740
H -0.1559 2.4517 1.6863
H -0.6050 2.7155 3.3780
*
```